{
  "formula": "C8H8F3N2S",
  "method": "ωB97M-V with the def2-TZVPD basis set",
  "species": ["F", "H", "C", "H", "N", "C", "H", "H", "F", "S", "C", "C", "H", "N", "C", "C", "F", "H", "H", "C", "C", "H"],
  "coordinates": [[-0.215, -2.581, 0.898], [0.130, -1.699, -2.132], [2.166, 1.871, 0.875], [-1.561, -1.485, -1.512], [-0.133, -1.527, 0.005], [0.754, 0.551, -0.642], [0.724, 0.456, -1.712], [-0.829, -3.045, -1.157], [-4.405, 1.432, -0.214], [-1.078, 1.689, -0.416], [0.688, -0.488, 0.333], [1.409, -0.381, 1.519], [2.849, 0.930, 2.637], [-3.371, 0.290, -0.308], [-0.601, -1.934, -1.281], [-2.143, 0.408, -0.300], [-4.199, -0.720, -0.119], [1.279, -1.257, 2.140], [1.864, 2.309, -1.255], [1.645, 1.707, -0.356], [2.143, 0.772, 1.762], [2.883, 2.704, 1.234]],
  "charge": 1,
  "relative_energy_kj_mol": 214.7,
  "multiplicity": 1,
  "lumo_ev": [-6.1845, -6.1847]
}

{
  "formula": "C40H43N4O2S7Ti",
  "method": "ωB97M-V with the def2-TZVPD basis set",
  "species": ["H", "H", "H", "C", "S", "C", "N", "C", "H", "C", "H", "H", "C", "C", "C", "H", "H", "H", "H", "H", "C", "C", "S", "O", "C", "C", "C", "C", "C", "N", "H", "N", "H", "C", "H", "H", "H", "H", "H", "H", "C", "S", "H", "H", "H", "H", "C", "N", "H", "C", "C", "C", "H", "C", "H", "C", "C", "H", "C", "C", "C", "H", "O", "C", "H", "H", "C", "S", "S", "C", "H", "C", "C", "H", "C", "C", "H", "C", "H", "H", "H", "H", "H", "H", "H", "H", "S", "H", "S", "C", "C", "Ti", "C", "C", "C", "H", "C"],
  "coordinates": [[0.518, 1.495, 0.876], [2.592, 1.015, 6.032], [7.774, 1.216, -1.951], [0.867, -3.481, 1.115], [0.437, 1.688, 5.081], [-0.369, 0.363, -2.966], [0.109, -1.871, -2.432], [-4.916, -1.335, 4.023], [-1.316, 2.236, -3.076], [-2.938, 4.118, 4.666], [-0.298, -3.710, -3.370], [-5.367, 1.356, 0.122], [2.629, 0.193, 1.511], [3.873, -0.581, -1.959], [-1.280, -0.929, -5.730], [2.556, 1.951, -1.026], [-5.959, -1.546, 4.204], [0.201, -1.485, 3.427], [2.371, -1.327, 4.850], [-2.605, 2.206, 5.740], [6.795, 0.790, -1.769], [4.794, -0.184, -2.956], [-4.348, 0.273, 3.891], [-3.448, -1.122, -2.446], [-2.645, -1.592, 3.637], [-5.150, -0.830, 0.239], [1.639, -0.531, 4.794], [-1.607, 0.799, 3.255], [0.531, 2.118, -1.662], [2.811, -1.319, -2.191], [-5.368, -0.705, 1.298], [0.405, 0.686, -1.933], [0.936, 3.133, 1.211], [-2.778, 4.554, 3.381], [2.451, -3.986, -2.531], [1.668, -0.217, 1.827], [5.161, 0.203, 1.188], [-2.500, 0.518, -6.698], [-5.299, 0.528, -1.442], [1.879, -3.895, -4.198], [5.211, 0.227, 0.106], [-2.163, 3.328, 2.362], [-2.890, 0.840, 0.463], [6.486, 0.659, -3.828], [3.454, 2.190, 1.311], [-6.003, -1.331, -0.219], [-1.897, 1.261, -4.813], [2.854, -0.216, 0.120], [-3.041, 1.476, -1.200], [-3.386, 0.707, -0.508], [6.405, 0.617, -0.433], [0.429, -3.261, -2.688], [-0.413, 2.503, -1.245], [-0.332, 0.500, 4.095], [-1.739, -2.145, 3.440], [1.658, 2.480, -0.710], [-3.869, -1.679, 0.111], [0.364, -3.794, -1.742], [1.778, 0.677, 5.410], [2.657, -2.064, -3.427], [-1.933, 0.301, -5.802], [0.681, 2.636, -2.618], [-1.305, 0.773, 1.944], [2.514, 1.711, 1.608], [-3.299, -1.709, 1.042], [2.334, 1.954, 2.659], [3.968, -0.128, -0.522], [-2.807, -0.888, -1.105], [0.546, -4.696, 2.220], [-4.898, 0.537, -0.427], [-3.313, 4.736, 5.472], [0.439, -0.627, 4.042], [-0.600, -1.518, -4.697], [3.647, -2.326, -3.818], [-2.719, -0.226, 3.622], [6.032, 0.441, -2.864], [-4.022, -3.300, 3.899], [1.882, -3.376, -3.234], [-2.992, 5.541, 2.997], [7.171, 0.859, 0.301], [1.878, 3.543, -0.852], [3.397, -0.236, 2.160], [-4.024, -2.700, -0.234], [-1.345, -1.541, -6.627], [4.456, -0.390, -3.964], [-2.484, 2.155, -5.011], [-0.299, -2.248, 0.769], [2.172, -1.440, -4.189], [2.321, -3.258, 0.232], [1.337, 2.217, 0.767], [-1.193, 1.310, -3.619], [1.200, -1.024, -0.836], [-2.118, 2.198, 3.644], [-2.554, 2.759, 4.812], [-0.331, -1.079, -3.362], [-0.215, -2.506, -4.912], [-3.896, -2.225, 3.865]],
  "charge": -2,
  "relative_energy_kj_mol": 0.0,
  "multiplicity": 2,
  "lumo_ev": [3.9717, 3.9714]
}

{
  "formula": "C2H3N2S2",
  "method": "ωB97M-V with the def2-TZVPD basis set",
  "species": ["N", "H", "N", "H", "S", "C", "S", "C", "H"],
  "coordinates": [[0.871, -0.526, 0.173], [-2.166, 0.317, 0.409], [-1.247, 0.496, -0.011], [1.481, -1.279, -0.027], [-1.131, -2.148, -0.168], [1.495, 0.569, -0.023], [2.202, 1.843, -0.549], [-0.597, -0.658, -0.081], [-0.910, 1.387, 0.277]],
  "charge": 1,
  "relative_energy_kj_mol": 134.8,
  "multiplicity": 1,
  "lumo_ev": -6.5272
}

{
  "formula": "C12H30ClIN2O6P",
  "method": "ωB97M-V with the def2-TZVPD basis set",
  "species": ["H", "H", "Cl", "C", "H", "H", "C", "C", "H", "C", "C", "H", "C", "H", "H", "C", "H", "H", "C", "N", "H", "H", "P", "H", "H", "H", "H", "C", "H", "H", "H", "C", "H", "H", "H", "H", "H", "O", "C", "H", "H", "O", "O", "O", "C", "N", "O", "H", "H", "I", "H", "H", "O"],
  "coordinates": [[-5.622, -3.026, -1.893], [4.220, 4.024, -2.918], [1.253, -1.420, -0.002], [1.541, 1.037, 1.144], [4.385, 4.031, -0.633], [-6.426, -3.310, -0.327], [-0.588, -0.273, 2.112], [0.104, 1.850, 1.247], [2.242, -4.859, 1.595], [0.968, -0.476, 1.568], [-1.162, -3.002, 1.897], [0.739, -4.926, 0.623], [-1.549, -1.589, 2.294], [2.119, 3.003, -0.307], [-0.011, -3.305, 1.852], [1.793, -5.215, 0.665], [1.827, -0.100, -2.664], [-5.004, -4.291, -0.799], [-5.465, -3.301, -0.848], [-2.564, -0.374, -0.519], [1.872, -6.303, 0.617], [0.248, 2.424, 2.284], [-2.482, 0.990, 0.349], [2.393, -3.688, -0.370], [-3.702, 1.735, 2.158], [1.743, 2.741, -3.135], [-2.004, 1.912, -1.692], [0.871, 0.564, -2.843], [-3.519, -0.806, -0.338], [-1.943, -3.824, 1.584], [-0.065, 2.749, 0.507], [2.279, 2.025, -0.969], [-0.004, 0.126, -2.183], [0.262, 2.641, -1.969], [-0.378, 0.031, 3.247], [0.602, 0.561, -3.993], [-2.650, -1.479, 2.721], [-2.288, 2.315, -0.797], [4.466, 4.943, -1.229], [5.516, 5.175, -1.420], [-4.487, -2.620, 0.681], [3.789, 4.765, -2.459], [2.481, -4.654, -0.439], [2.141, 0.792, -0.178], [1.250, 2.075, -2.277], [-1.146, 1.013, 1.545], [-4.608, -2.349, -0.245], [-1.537, 1.528, 2.384], [1.680, -0.716, 2.493], [2.998, 1.582, 2.745], [3.370, 2.151, -1.437], [4.005, 5.772, -0.686], [-3.953, 1.353, 1.254]],
  "charge": 1,
  "relative_energy_kj_mol": 775.1,
  "multiplicity": 1,
  "lumo_ev": -4.1027
}

One value per record, in order, for maximum force: 3.31, 1.44, 3.07, 7.59 eV Å⁻¹.
One value per record, in order, for total energy: -1116.32977, -5556.40406, -983.57182, -2134.83068 hartree.